(1)
C4H9FS in the gas phase in a non-equilibrium geometry, computed with the ωB97M-V functional and the def2-TZVPD basis.

- Electronic energy: -655.86376 hartree
- Charge: 0
- Structure (SMILES): CC(C)(F)CS
- LUMO level: 0.0333 hartree
- Orbital gap: 10.03 eV
- Energy above the lowest of the compared OMol25 structures with the same formula, charge and spin: 0.00 kJ/mol

XYZ file:
```
15
C4H9FS the ωB97M-V functional and the def2-TZVPD basis
S 2.037 -1.655 -0.372
F -0.198 -0.667 1.458
C 1.299 0.025 -0.209
C -1.083 -0.721 -0.776
C -0.169 0.011 0.229
C -0.650 1.412 0.540
H 1.857 0.570 0.574
H -1.191 -0.145 -1.686
H -2.091 -0.849 -0.318
H -0.676 2.035 -0.338
H -0.706 -1.729 -1.026
H 1.430 0.521 -1.156
H 1.776 -2.094 0.872
H -1.657 1.390 0.937
H 0.022 1.896 1.270
```



(2)
C4H9HoO4 as an isolated structure in a non-equilibrium geometry, computed with the ωB97M-V functional and the def2-TZVPD basis.

- Spin multiplicity: 6
- Electronic energy: -1406.48270 hartree
- Charge: +1
- LUMO level (alpha / beta): -0.1968 / -0.1924 hartree
- Orbital gap (alpha / beta): 8.46 / 7.99 eV
- Energy above the lowest of the compared OMol25 structures with the same formula, charge and spin: 0.00 kJ/mol

XYZ file:
```
18
C4H9HoO4 the ωB97M-V functional and the def2-TZVPD basis
Ho 3.055 -1.117 0.039
O 1.852 0.332 1.415
O 1.728 -1.943 1.348
O -1.005 2.591 -0.345
O 2.741 0.483 -1.266
C -1.227 3.944 -0.382
C 1.237 -0.839 1.993
C 2.109 1.617 -0.846
C 1.037 1.302 0.286
H 2.795 2.370 -0.409
H 1.493 -0.826 3.072
H -1.310 4.353 0.641
H 0.409 0.503 -0.142
H 1.027 2.191 0.940
H 1.542 2.110 -1.657
H -0.456 4.485 -0.952
H -2.221 4.091 -0.849
H 0.138 -0.737 1.881
```



(3)
C4H9I2N2 as an isolated structure in a non-equilibrium geometry, computed with the ωB97M-V functional and the def2-TZVPD basis.

- Electronic energy: -862.39224 hartree
- Charge: +1
- LUMO level: -0.1717 hartree
- Orbital gap: 8.30 eV
- Energy above the lowest of the compared OMol25 structures with the same formula, charge and spin: 112.37 kJ/mol

XYZ file:
```
17
C4H9I2N2 the ωB97M-V functional and the def2-TZVPD basis
I -2.912 -1.988 -0.123
I -4.832 0.951 0.266
N -1.665 1.934 -1.172
N 0.180 0.037 -0.022
C -1.993 0.993 -0.396
C 1.795 -1.535 1.065
C -3.058 0.054 -0.827
C 0.436 -0.915 0.781
H 1.860 -2.252 1.891
H 1.894 -2.066 0.011
H -3.142 0.192 -1.838
H 2.535 -0.752 1.158
H -1.099 2.775 -1.033
H -1.672 1.019 0.646
H -0.404 -1.465 1.198
H -2.072 1.893 -2.098
H 1.132 0.559 -0.210
```



(4)
An isolated ion of composition C4H9I2N2 and charge +1 in a non-equilibrium geometry, computed with the ωB97M-V functional and the def2-TZVPD basis.

- Electronic energy: -862.39286 hartree
- Charge: +1
- Structure (SMILES): C[C@H]1N[C@@H](I)[C@H](I)[NH2+]1
- LUMO level: -0.1550 hartree
- Orbital gap: 9.07 eV
- Energy above the lowest of the compared OMol25 structures with the same formula, charge and spin: 110.75 kJ/mol

XYZ file:
```
17
C4H9I2N2 the ωB97M-V functional and the def2-TZVPD basis
I 0.278 3.367 -1.356
I 2.585 -1.211 -1.409
N -0.399 0.394 -0.993
N 1.183 0.673 0.680
C 0.673 1.274 -1.589
C -0.175 0.244 0.510
C -0.677 -1.067 1.097
C 1.851 0.833 -0.797
H 1.632 0.097 1.368
H -0.017 -0.530 -1.272
H -1.474 0.582 -1.250
H -0.841 1.026 1.012
H 2.556 1.643 -0.742
H -0.756 -1.004 2.146
H -1.751 -1.579 0.820
H -0.025 -1.917 0.852
H 0.488 1.010 -2.598
```



(5)
C4H9IN2 in the gas phase in a non-equilibrium geometry, computed with the ωB97M-V functional and the def2-TZVPD basis.

- Electronic energy: -564.90525 hartree
- Charge: 0
- Structure (SMILES): C/C(I)=N/N(C)C
- LUMO level (alpha / beta): 0.0222 / 0.0222 hartree
- Orbital gap (alpha / beta): 8.70 / 8.70 eV
- Energy above the lowest of the compared OMol25 structures with the same formula, charge and spin: 68.13 kJ/mol

XYZ file:
```
16
C4H9IN2 the ωB97M-V functional and the def2-TZVPD basis
I -1.176 -1.691 -1.889
N -0.250 -0.284 0.851
N 0.576 0.126 -0.108
C 1.255 -0.002 -2.514
C 0.466 -0.088 2.196
C -1.564 0.428 0.865
C 0.341 -0.317 -1.405
H -1.509 1.204 1.610
H -0.290 -0.352 3.029
H -2.547 -0.109 1.093
H 1.308 -0.866 2.159
H 0.798 0.213 -3.450
H 1.730 0.821 -1.947
H 1.916 -0.899 -2.621
H -1.962 0.938 -0.079
H 0.907 0.880 2.210
```



(6)
A 2-piece molecular cluster, C4H9IN2 overall in a non-equilibrium geometry, computed with the ωB97M-V functional and the def2-TZVPD basis.

- Electronic energy: -564.08146 hartree
- Charge: +2
- LUMO level (alpha / beta): -0.3197 / -0.3498 hartree
- Orbital gap (alpha / beta): 8.40 / 6.84 eV
- Energy above the lowest of the compared OMol25 structures with the same formula, charge and spin: 498.11 kJ/mol

XYZ file:
```
16
C4H9IN2 the ωB97M-V functional and the def2-TZVPD basis
I 1.267 -2.365 -2.054
N -2.327 -0.444 1.876
N 2.660 0.239 -1.308
C -1.455 0.145 0.890
C 1.874 -0.849 -0.737
C -0.328 0.106 0.330
C -1.274 1.168 -0.255
H -3.245 0.001 1.947
H -1.748 1.141 -1.211
H -1.110 2.315 -0.094
H -2.299 -1.513 1.604
H 1.949 0.855 -1.812
H 3.390 -0.248 -1.691
H -2.142 -0.193 2.798
H 1.912 -1.273 0.282
H 2.875 0.916 -0.563
```



(7)
A 2-piece molecular cluster, C4H9IN3 overall in a non-equilibrium geometry, computed with the ωB97M-V functional and the def2-TZVPD basis.

- Electronic energy: -619.43323 hartree
- Charge: +1
- LUMO level: -0.1566 hartree
- Orbital gap: 8.58 eV
- Energy above the lowest of the compared OMol25 structures with the same formula, charge and spin: 322.44 kJ/mol

XYZ file:
```
17
C4H9IN3 the ωB97M-V functional and the def2-TZVPD basis
I 2.210 -1.040 -3.418
N -0.153 0.661 -0.392
N -0.113 -1.301 1.220
N 1.240 -0.672 -1.675
C 0.494 0.437 -1.507
C 1.049 -1.736 1.516
C -1.098 1.757 -0.268
C -2.009 1.642 0.729
H 0.472 1.194 -2.276
H 1.139 -2.509 2.200
H -2.026 0.704 1.105
H -0.862 -1.610 1.849
H -0.790 2.679 -0.868
H -2.723 2.269 0.999
H 1.386 -1.284 -0.804
H -0.114 0.011 0.424
H 1.897 -1.202 1.167
```



(8)
A 2-piece molecular cluster, C4H9IO2 overall in a non-equilibrium geometry, computed with the ωB97M-V functional and the def2-TZVPD basis.

- Electronic energy: -605.84635 hartree
- Charge: 0
- LUMO level (alpha / beta): -0.0006 / -0.0006 hartree
- Orbital gap (alpha / beta): 8.10 / 8.10 eV
- Energy above the lowest of the compared OMol25 structures with the same formula, charge and spin: 277.72 kJ/mol

XYZ file:
```
16
C4H9IO2 the ωB97M-V functional and the def2-TZVPD basis
I 3.175 0.454 0.075
O 0.833 -0.806 -1.190
O 0.135 0.850 0.863
C 1.445 -0.695 -0.046
C -1.057 0.698 0.254
C -1.728 1.640 -0.680
C 1.160 -1.770 0.892
H -1.110 -0.323 -0.307
H 1.062 -0.119 -1.824
H -1.353 1.696 -1.674
H -2.775 1.229 -0.660
H 0.271 -1.448 1.358
H 1.990 -1.776 1.631
H -1.512 2.659 -0.301
H -1.668 0.498 1.140
H 1.131 -2.786 0.470
```



(9)
C4H9IO2 in the gas phase in a non-equilibrium geometry, computed with the ωB97M-V functional and the def2-TZVPD basis.

- Electronic energy: -605.80946 hartree
- Charge: 0
- Structure (SMILES): CC(C)(C)OOI
- LUMO level: -0.0185 hartree
- Orbital gap: 8.84 eV
- Energy above the lowest of the compared OMol25 structures with the same formula, charge and spin: 374.59 kJ/mol

XYZ file:
```
16
C4H9IO2 the ωB97M-V functional and the def2-TZVPD basis
I -1.954 2.369 2.000
O -0.339 1.328 1.901
O -0.639 -0.020 1.356
C -0.773 0.576 -1.063
C 1.453 0.283 0.098
C -0.010 -0.114 0.101
C -0.053 -1.614 -0.101
H 2.038 -0.450 -0.658
H 1.665 1.200 -0.238
H -0.951 -0.027 -1.939
H 0.330 -1.911 -0.961
H -1.735 0.932 -0.883
H -1.171 -1.983 -0.012
H -0.244 1.475 -1.356
H 0.482 -2.181 0.605
H 1.902 0.136 1.151
```



(10)
A 2-piece molecular cluster, C4H9IOS overall in a non-equilibrium geometry, computed with the ωB97M-V functional and the def2-TZVPD basis.

- Electronic energy: -928.87078 hartree
- Charge: 0
- Structure (SMILES): CC(C)C=O.SI
- LUMO level: -0.0206 hartree
- Orbital gap: 8.47 eV
- Energy above the lowest of the compared OMol25 structures with the same formula, charge and spin: 145.78 kJ/mol

XYZ file:
```
16
C4H9IOS the ωB97M-V functional and the def2-TZVPD basis
I -0.231 3.016 -2.810
S 0.880 1.235 -3.795
O -1.371 -1.359 -1.877
C -0.888 -0.570 0.406
C -0.699 0.974 0.512
C -0.569 -0.887 -1.124
C 0.352 -1.277 0.978
H 1.318 1.917 -4.901
H -0.073 1.423 -0.181
H -1.740 -1.109 0.727
H -0.471 1.148 1.531
H -1.611 1.465 0.171
H 1.321 -1.118 0.465
H 0.540 -0.592 -1.321
H 0.077 -2.262 1.021
H 0.526 -0.871 2.070
```



(11)
A 2-piece molecular cluster, C4H9IS overall in a non-equilibrium geometry, computed with the ωB97M-V functional and the def2-TZVPD basis.

- Electronic energy: -853.61676 hartree
- Charge: 0
- Structure (SMILES): C=CS.CCI
- LUMO level: 0.0245 hartree
- Orbital gap: 9.47 eV
- Energy above the lowest of the compared OMol25 structures with the same formula, charge and spin: 104.34 kJ/mol

XYZ file:
```
15
C4H9IS the ωB97M-V functional and the def2-TZVPD basis
I 3.590 0.157 0.093
S -0.019 -2.464 0.416
C -2.051 -2.020 -1.357
C -0.751 -2.273 -1.143
C 1.526 0.844 0.007
C 0.755 0.982 1.359
H 0.973 0.178 -0.648
H -2.417 -1.724 -2.391
H -2.751 -1.745 -0.614
H -0.336 1.102 0.982
H 1.571 1.721 -0.617
H 1.071 1.768 1.944
H -0.191 -2.803 -1.964
H -1.164 -2.188 1.097
H 0.667 0.179 1.984
```



(12)
C4H9ISi as an isolated structure in a non-equilibrium geometry, computed with the ωB97M-V functional and the def2-TZVPD basis.

- Electronic energy: -744.83502 hartree
- Charge: 0
- LUMO level: 0.0194 hartree
- Orbital gap: 9.78 eV
- Energy above the lowest of the compared OMol25 structures with the same formula, charge and spin: 423.50 kJ/mol

XYZ file:
```
15
C4H9ISi the ωB97M-V functional and the def2-TZVPD basis
I -1.810 3.044 0.042
Si 0.453 -1.773 -0.879
C 0.256 0.360 0.445
C 1.278 -0.054 -1.148
C -0.742 -0.770 0.071
C -0.752 1.631 1.222
H 1.161 0.240 1.115
H -1.522 -0.253 -0.508
H 0.901 -2.759 -0.028
H -1.483 0.989 1.577
H 2.200 0.242 -0.989
H 0.489 -2.410 -2.169
H -1.017 -1.160 1.032
H -0.250 2.131 2.124
H 0.838 0.543 -1.907
```



(13)
A 2-piece molecular cluster, C4H9N overall in a non-equilibrium geometry, computed with the ωB97M-V functional and the def2-TZVPD basis.

- Spin multiplicity: 2
- Electronic energy: -212.41926 hartree
- Charge: -1
- LUMO level (alpha / beta): 0.1611 / 0.1543 hartree
- Orbital gap (alpha / beta): 2.79 / 7.15 eV
- Energy above the lowest of the compared OMol25 structures with the same formula, charge and spin: 189.61 kJ/mol

XYZ file:
```
14
C4H9N the ωB97M-V functional and the def2-TZVPD basis
N -1.240 -0.972 1.124
C -1.538 0.372 1.040
C 2.085 0.324 -0.642
C -1.475 1.121 -0.059
C 1.474 -0.790 -1.241
H -1.586 0.822 2.031
H 3.144 0.422 -0.423
H -0.668 -1.372 1.844
H -1.395 -1.590 0.349
H 1.494 1.155 -0.285
H 0.391 -0.793 -1.278
H 2.000 -1.643 -1.651
H -1.642 2.160 0.175
H -1.044 0.784 -0.983
```



(14)
C4H9N in the gas phase, computed with the ωB97M-V functional and the def2-TZVPD basis.

- Electronic energy: -212.52576 hartree
- Charge: 0
- Structure (SMILES): NCC1CC1
- LUMO level: 0.0448 hartree
- Orbital gap: 10.67 eV
- Energy above the lowest of the compared OMol25 structures with the same formula, charge and spin: 66.72 kJ/mol

XYZ file:
```
14
C4H9N the ωB97M-V functional and the def2-TZVPD basis
N 0.362 0.069 2.096
C 0.334 0.449 -0.316
C -0.484 0.394 0.937
C 0.515 -0.841 -1.113
C -0.338 0.287 -1.643
H 1.202 1.108 -0.272
H -1.437 0.198 -1.664
H 1.472 -0.990 -1.596
H -0.929 1.387 1.117
H -1.341 -0.290 0.758
H 0.029 -1.732 -0.723
H -0.231 -0.016 2.921
H 0.766 -0.852 1.985
H 0.081 0.830 -2.487
```



(15)
A 2-piece molecular cluster, C4H9N overall in a non-equilibrium geometry, computed with the ωB97M-V functional and the def2-TZVPD basis.

- Electronic energy: -212.49438 hartree
- Charge: 0
- Structure (SMILES): C=CC.C=N
- LUMO level: 0.0419 hartree
- Orbital gap: 10.84 eV
- Energy above the lowest of the compared OMol25 structures with the same formula, charge and spin: 149.10 kJ/mol

XYZ file:
```
14
C4H9N the ωB97M-V functional and the def2-TZVPD basis
N 1.671 -0.638 2.044
C 0.462 0.158 -1.756
C -0.924 -0.207 -1.238
C 0.622 0.020 2.226
C -1.941 0.645 -1.252
H 0.719 1.101 2.140
H -2.938 0.311 -0.992
H 1.093 0.498 -0.934
H -1.824 1.672 -1.576
H -0.332 -0.454 2.444
H 0.888 -0.727 -2.216
H 1.454 -1.628 2.034
H -1.131 -1.245 -1.012
H 0.312 0.998 -2.430
```